DFT (ωB97M-V/def2-TZVPD) results for a structure of composition C32H39LaN8S in a non-equilibrium geometry.

Cartesian coordinates (Å):
1 La -0.242 0.045 0.489
2 C -1.237 2.260 -2.378
3 N -0.327 1.126 -2.272
4 C -0.695 0.093 -3.266
5 C 0.171 -1.129 -3.256
6 C 1.253 -1.269 -4.088
7 C 2.003 -2.450 -4.152
8 C 1.528 -3.555 -3.404
9 C 0.457 -3.416 -2.585
10 N -0.182 -2.193 -2.410
11 C 1.044 1.604 -2.482
12 C 1.461 2.556 -1.398
13 C 2.286 3.620 -1.671
14 C 2.656 4.518 -0.654
15 C 2.113 4.295 0.634
16 C 1.309 3.210 0.838
17 N 0.962 2.307 -0.137
18 C -2.608 1.982 -1.822
19 C -3.708 2.674 -2.319
20 C -4.962 2.413 -1.798
21 C -5.082 1.441 -0.816
22 C -3.935 0.811 -0.374
23 N -2.715 1.086 -0.841
24 H -1.328 2.588 -3.424
25 H -0.805 3.092 -1.815
26 H -0.662 0.530 -4.275
27 H -1.722 -0.207 -3.053
28 H 1.514 -0.440 -4.735
29 H 2.852 -2.539 -4.814
30 H 1.989 -4.529 -3.496
31 H 0.034 -4.234 -2.019
32 H 1.145 2.098 -3.459
33 H 1.695 0.727 -2.493
34 H 2.649 3.759 -2.684
35 H 3.298 5.364 -0.852
36 H 2.318 4.978 1.448
37 H 0.873 3.032 1.822
38 H -3.567 3.403 -3.107
39 H -5.829 2.951 -2.160
40 H -6.045 1.179 -0.402
41 H -3.993 0.038 0.385
42 C 1.958 -0.643 3.350
43 C 1.977 -2.089 2.842
44 N 1.210 -2.247 1.598
45 C 1.941 -2.928 0.527
46 C 3.081 -2.072 -0.028
47 N 2.662 -0.688 -0.282
48 C 3.588 0.321 0.231
49 C 3.549 0.379 1.764
50 N 2.178 0.329 2.278
51 H 2.704 -0.549 4.152
52 H 0.971 -0.447 3.770
53 H 1.574 -2.722 3.635
54 H 3.005 -2.413 2.673
55 H 0.364 -2.778 1.787
56 H 1.233 -3.140 -0.273
57 H 2.365 -3.885 0.860
58 H 3.451 -2.552 -0.938
59 H 3.908 -2.063 0.685
60 H 2.550 -0.555 -1.280
61 H 3.290 1.291 -0.167
62 H 4.624 0.134 -0.084
63 H 4.063 1.290 2.081
64 H 4.113 -0.459 2.179
65 H 1.918 1.248 2.616
66 S -1.344 -2.040 -1.154
67 C -1.798 -0.072 2.590
68 C -1.760 -1.424 3.126
69 C -2.285 -2.523 2.410
70 C -2.170 -3.815 2.870
71 C -1.542 -4.083 4.092
72 C -1.063 -3.007 4.847
73 C -1.176 -1.717 4.376
74 C -1.393 -5.416 4.570
75 N -1.255 -6.490 4.959
76 H -1.564 0.677 3.352
77 H -2.774 0.164 2.154
78 H -2.763 -2.344 1.452
79 H -2.562 -4.641 2.291
80 H -0.612 -3.200 5.812
81 H -0.828 -0.898 4.995

## Properties
HOMO level (alpha / beta)   -4.502 / -5.248 eV
Spin multiplicity   1
Molar mass   706.69 g/mol
Total energy   -2110.59993 Eh
Gap between HOMO and LUMO (alpha / beta)   4.80 / 5.52 eV